Entry from the OMol25 dataset: an isolated molecule of C15H15BrN2O5S2 in a non-equilibrium geometry (the ωB97M-V functional and the def2-TZVPD basis).

HOMO energy: -0.2872 hartree
F_max: 0.020 Eh/bohr
Structure (SMILES): CN(CC(=O)Nc1ccc2c(c1)OCCO2)S(=O)(=O)c1ccc(Br)s1

Each atom is followed by the atoms it is bonded to, with distances in Å.
Positions of all 40 atoms, in Å:
1 Br -0.983 0.181 -6.382  C11 1.868
2 S -0.676 1.372 -0.556  O4 1.427, O6 1.438, N10 1.642, C18 1.773
3 S -0.765 0.051 -3.263  C11 1.734, C18 1.718
4 O -1.085 2.621 0.002  S2 1.427
5 O 2.894 -0.763 1.539  C16 1.212
6 O -1.317 0.157 -0.128  S2 1.438
7 O 2.270 -1.820 6.175  C22 1.410, C24 1.371
8 O -0.427 -1.975 7.102  C20 1.374, C23 1.410
9 N 0.618 -0.700 1.796  C15 1.400, C16 1.349, H39 1.018
10 N 0.947 1.191 -0.394  S2 1.642, C12 1.444, C19 1.442
11 C -0.978 0.996 -4.702  Br1 1.868, S3 1.734, C21 1.363
12 C 1.526 -0.130 -0.342  N10 1.444, C16 1.543, H26 1.094, H32 1.091
13 C -1.065 2.598 -3.064  C18 1.361, C21 1.410, H27 1.074
14 C -0.892 -1.023 3.617  C15 1.395, C17 1.378, H31 1.079
15 C 0.421 -1.011 3.147  N9 1.400, C14 1.395, C25 1.387
16 C 1.775 -0.580 1.113  O5 1.212, N9 1.349, C12 1.543
17 C -1.154 -1.339 4.933  C14 1.378, C20 1.390, H37 1.078
18 C -0.878 1.478 -2.314  S2 1.773, S3 1.718, C13 1.361
19 C 1.777 2.313 -0.030  N10 1.442, H29 1.093, H36 1.092, H38 1.087
20 C -0.116 -1.636 5.808  O8 1.374, C17 1.390, C24 1.398
21 C -1.128 2.326 -4.445  C11 1.363, C13 1.410, H34 1.075
22 C 1.933 -1.784 7.544  O7 1.410, C23 1.528, H30 1.099, H40 1.091
23 C 0.648 -2.573 7.791  O8 1.410, C22 1.528, H28 1.091, H35 1.099
24 C 1.203 -1.585 5.347  O7 1.371, C20 1.398, C25 1.389
25 C 1.467 -1.286 4.017  C15 1.387, C24 1.389, H33 1.076
26 H 2.480 -0.133 -0.878  C12 1.094
27 H -1.165 3.574 -2.626  C13 1.074
28 H 0.378 -2.573 8.848  C23 1.091
29 H 2.501 2.525 -0.821  C19 1.093
30 H 1.785 -0.744 7.867  C22 1.099
31 H -1.701 -0.792 2.941  C14 1.079
32 H 0.832 -0.821 -0.826  C12 1.091
33 H 2.489 -1.269 3.681  C25 1.076
34 H -1.277 3.068 -5.208  C21 1.075
35 H 0.787 -3.606 7.445  C23 1.099
36 H 2.312 2.113 0.900  C19 1.092
37 H -2.163 -1.368 5.310  C17 1.078
38 H 1.121 3.169 0.109  C19 1.087
39 H -0.238 -0.512 1.278  N9 1.018
40 H 2.776 -2.219 8.082  C22 1.091